3 unconnected molecules or ions with the total composition C4H9NO. Source: the OMol25 dataset; level of theory: ωB97M-V with the def2-TZVPD basis set.

Values from the calculation:
- HOMO-LUMO gap: 2.29 eV
- HOMO: -7.554 eV
- Energy relative to the best compared isomer or geometry (same formula, charge and spin): 11.644 eV
- E: -287.40455 Eh

Geometry (Å):
O 2.15530 -1.95516 3.95313
N -0.47804 1.15708 -1.17719
C 3.79500 -1.32719 2.32933
C -3.60260 0.27438 -1.84162
C 2.60502 -1.25031 3.05208
C -2.71495 0.92411 -2.66445
H -0.21250 1.39828 -0.29514
H -4.58792 0.56061 -1.57234
H 4.02923 -0.60714 1.54306
H 1.89179 -0.48735 2.49515
H -3.01935 0.00368 -0.94396
H -2.90441 1.22193 -3.67136
H 4.46220 -2.12202 2.64408
H 0.33243 1.08717 -1.77308
H -1.75122 1.12193 -2.07770



A single C11H11NS molecule. Source: the OMol25 dataset; level of theory: ωB97M-V with the def2-TZVPD basis set.

Values from the calculation:
- HOMO-LUMO gap (alpha / beta): 6.09 / 5.38 eV
- HOMO (alpha / beta): -5.432 / -7.396 eV
- 2S+1: 3
- Energy relative to the best compared isomer or geometry (same formula, charge and spin): 3.457 eV
- E: -878.31811 Eh

Geometry (Å):
S -0.99682 -2.32734 -0.64612
N 0.17456 0.03664 0.11813
C -3.09509 -0.23145 -0.73613
C 1.09007 0.85856 -0.70034
C 1.22350 2.21957 -0.24741
C -2.17675 -1.09328 -0.62695
C 0.38657 -1.30466 0.06588
C -1.63012 1.79230 0.47407
C 1.45767 -1.90958 0.52949
C -1.02827 0.63108 0.33212
C -3.10168 1.91589 0.11140
C -3.68454 0.84735 -0.34345
C 1.72943 -3.42002 0.60097
H 0.81418 0.72738 -1.77756
H 1.48241 2.49401 0.80266
H 2.37241 -1.30196 0.82234
H -1.19195 2.57206 1.09178
H 0.78174 -3.80834 0.36523
H 0.43574 2.80450 -0.47732
H 2.48523 -3.70516 -0.08417
H -3.59250 2.89571 0.23632
H 2.10553 2.61045 -0.79798
H 1.94728 -3.54942 1.68237
H 2.01141 0.24569 -0.79533



15 unconnected molecules or ions with the total composition C60H165N15O15. Source: the OMol25 dataset; level of theory: ωB97M-V with the def2-TZVPD basis set.

Values from the calculation:
- HOMO-LUMO gap: 8.66 eV
- HOMO: -8.460 eV
- Energy relative to the best compared isomer or geometry (same formula, charge and spin): 5.680 eV
- E: -4334.52483 Eh

Geometry (Å):
O 2.45050 1.82571 2.72885
O 2.69219 5.29355 5.34125
O 1.55586 1.69314 -7.12215
O 5.71621 -0.52851 -4.26433
O -3.99651 2.58893 3.14682
O -0.88872 1.45038 0.02465
O -5.79715 3.05617 -3.25721
O 4.42359 2.75964 -2.03126
O -4.89942 -2.13345 2.42242
O -2.90338 4.73599 -0.62287
O -1.56366 -1.82191 -5.45118
O -1.75873 -6.71827 0.93959
O 4.15206 -4.10647 -2.77199
O 4.52583 -5.60373 3.56741
O -1.41421 1.28884 6.91859
N 0.09376 1.61015 9.41938
N 1.35534 -5.15158 -2.11513
N 1.94264 2.33722 -0.48742
N -1.28867 1.12376 -4.80235
N -0.11774 -0.28159 -2.08682
N -4.69140 0.39792 -3.02864
N -4.08270 5.46676 5.54785
N -5.05580 -2.62737 -1.17979
N 0.06977 -2.93067 -3.31160
N 1.46638 4.28335 1.96458
N -0.78456 6.19772 0.51040
N -1.62700 -9.36517 0.17815
N 5.72475 0.13436 2.11975
N 5.40155 -0.12708 -1.36523
N 4.61921 -2.76604 2.22184
C -0.51839 -8.52261 -0.16085
C 2.27188 -5.81934 -3.13992
C -2.48494 7.64104 1.60823
C 3.41088 3.75217 -1.83719
C 1.23233 1.35204 3.10817
C -4.43376 -2.47544 1.13622
C -3.26773 4.60709 -2.01529
C -0.58192 1.89232 -5.82143
C 1.78522 4.70429 4.36726
C 3.16117 -4.71190 -3.72504
C -3.60476 4.71607 4.42402
C -0.13878 -1.52597 -0.08094
C -0.32542 3.32916 -5.38723
C 3.39628 0.74583 2.43648
C -1.81909 0.43115 -0.36660
C 2.46963 -3.44055 1.20772
C 0.69584 1.73658 8.12135
C -3.93565 -2.37168 3.46859
C -0.99594 -7.05520 -0.27910
C 5.15735 2.39979 1.40690
C 0.70114 1.02341 -6.19554
C -6.53525 1.83926 -3.05120
C -0.07980 0.87031 7.05474
C 4.09638 -5.18163 2.28450
C -2.07612 4.79155 4.41679
C -2.30886 -5.40051 0.80361
C 2.66334 4.78798 6.65796
C 4.57894 -0.97505 -2.22112
C -2.14987 -2.47925 -4.36788
C -5.38612 1.06155 -0.80404
C -1.44125 2.35186 0.98289
C 1.46385 -6.57798 -4.23157
C -5.88914 0.68647 -2.20869
C 5.12601 -4.87323 -2.16653
C 2.82374 1.00063 -7.34522
C -2.00962 0.62421 5.72635
C 3.52762 -3.74057 2.33111
C -3.19451 5.99149 -0.09271
C 0.16568 -9.09848 -1.38769
C -1.55714 -2.61375 -6.62124
C -4.87595 1.52436 2.79163
C 2.26397 6.47128 2.54215
C -4.27164 3.25225 4.33228
C 5.73745 -1.81048 -4.92728
C 2.01405 3.01075 -1.82111
C 4.48470 -0.31613 -3.61645
C -1.01600 -0.71349 -1.04839
C 2.30805 4.96321 2.92369
C 2.20404 1.39901 8.25030
C 3.29000 -1.18745 -1.48358
C -1.84114 -4.28885 -2.63473
C -6.61421 4.09818 -3.78152
C 4.57243 -7.02166 3.70189
C -1.20186 -3.50099 -3.80123
C -2.19972 6.26733 1.01441
C 0.93986 4.08777 -1.70112
C -6.50085 -3.60953 0.33852
C 5.68980 3.33613 -2.10040
C -5.56366 -2.41380 0.13778
C 4.84057 1.27304 2.39514
H -0.73924 -0.00137 -2.83201
H 4.53635 3.29015 1.50549
H 3.38825 5.21866 7.34870
H 2.73210 -2.05645 -1.83238
H 2.35290 0.58423 8.95888
H 3.27164 -0.05815 3.16187
H 1.79126 -4.48945 -1.48931
H -1.70201 1.17613 4.83818
H -7.30646 -3.64257 -0.39496
H 2.72844 -0.25334 -1.46912
H -3.83188 5.24265 3.49706
H -2.83543 -4.71140 -2.77950
H -3.70858 6.40385 5.50329
H -2.16019 -9.64176 -0.63382
H -1.77311 5.82871 4.27329
H -1.26276 1.95964 -6.66998
H -0.78834 2.09072 9.31426
H -1.57199 -7.01507 -1.20358
H 5.25755 -0.71550 2.40180
H 2.06578 -7.07442 -4.99271
H -0.95045 -4.24471 -4.55739
H 5.15613 2.00085 0.39253
H 6.68196 -1.87386 -5.46762
H 3.93226 -5.11705 -4.38032
H -2.17735 -8.68561 0.68354
H -0.15577 -6.36095 -0.26384
H -1.66195 1.82977 1.91392
H 5.90409 4.08843 -2.85949
H -4.35552 4.56097 -1.96339
H 0.40467 0.05517 -6.59890
H -5.35317 3.36082 4.41352
H 3.66882 -0.69562 -4.23159
H -4.11973 -1.89690 4.43233
H -5.06352 5.70630 5.52074
H -2.33591 -1.76384 -3.56685
H -0.87504 -3.46385 -6.60755
H -2.86135 5.33684 -2.71559
H -7.11522 3.75458 -4.68652
H -0.67158 5.32792 0.00964
H -3.09837 0.60755 5.67669
H 1.93722 2.39134 -2.71472
H 2.55372 -3.88467 -4.09217
H 6.16377 2.77773 1.58683
H 0.40540 -0.83452 0.56238
H -6.17142 -1.51697 0.25789
H 5.41406 -3.04166 2.78071
H 0.39699 2.04185 3.22839
H -3.92768 2.61896 5.15005
H 0.81779 5.15133 4.59603
H 5.05887 -1.92301 -2.46425
H -5.72596 -2.91140 -1.88000
H 0.92526 4.64761 -2.63626
H -2.38834 2.75071 0.61949
H 5.92997 3.98423 -1.25756
H -1.79441 4.16804 3.56830
H 3.24132 -5.76488 1.94273
H 0.76867 -4.53295 -2.65661
H 1.94618 4.38633 1.08181
H 6.49162 2.59791 -2.08562
H 5.39667 -7.46430 3.14264
H -4.66376 1.87331 -0.88977
H 2.71109 2.26564 8.67453
H 3.41032 0.91741 -6.43029
H -2.01414 -3.58297 -1.82239
H -0.04904 -0.21521 7.14856
H 2.89733 -3.66704 0.23105
H -1.66831 -0.39254 5.53190
H 3.62588 4.20420 -0.86892
H 0.87539 -7.35489 -3.74348
H 5.79520 -2.68145 -4.27446
H 3.33692 4.65064 2.74531
H -3.44432 7.79813 2.10117
H 4.28631 0.75341 -3.54703
H 0.38596 1.09825 6.09599
H 5.43120 -5.61908 -2.90048
H 1.00875 -8.49310 -1.72065
H -3.09692 -5.30733 0.05636
H -1.69247 4.25628 5.28535
H 5.04995 0.81649 -1.28684
H 3.29808 0.37374 1.41668
H -6.02752 5.00022 -3.95542
H -2.92401 -2.08023 3.18621
H -4.14149 -3.52468 1.17830
H -3.09596 -2.97531 -4.58453
H 1.56153 3.29912 2.17036
H 3.38980 1.54890 -8.09825
H -5.87407 1.91902 2.60162
H 2.51907 1.50790 -0.49288
H 0.72894 -5.93386 -4.71440
H -1.21100 -5.08516 -2.23859
H -4.95669 0.17156 -0.34403
H -0.67465 3.11217 1.13232
H -2.83467 3.63067 -2.23242
H -0.73759 -2.13095 0.59989
H 5.98484 -4.26905 -1.87416
H -6.11317 1.48198 -0.10926
H -4.18430 1.26866 -3.09771
H 4.89497 -5.25876 1.54667
H 0.21782 -8.60785 0.63841
H 4.89454 -1.93032 -5.60789
H 0.72144 2.10600 10.03603
H -0.20925 6.00646 1.31819
H 0.98567 2.06136 -0.31949
H -6.85267 1.46439 -4.02425
H 3.52815 -1.43659 -0.44951
H 5.01484 -2.75391 1.29263
H -2.35830 5.47898 1.75024
H 1.22447 0.70051 -5.29557
H 0.51942 3.36746 -4.69957
H 0.39983 0.53737 -1.80127
H -1.33088 -2.00009 -7.49321
H 0.62262 2.78092 7.81786
H 2.66640 7.08555 3.34764
H 3.00123 -3.52133 3.26006
H -1.75445 7.84986 2.38981
H -2.35493 0.00321 0.48066
H 2.25686 -2.37499 1.12167
H -2.78535 -5.17124 1.75676
H 1.31744 0.80859 4.04919
H 2.68414 1.22272 7.28773
H 5.78296 -0.06519 1.13137
H 4.96713 1.58298 3.43246
H -2.52827 8.38780 0.81540
H -0.21326 -2.11743 -2.78373
H 1.53371 -3.96620 1.39708
H -1.51872 -4.65945 0.68278
H 0.97929 0.60664 2.35421
H -6.59774 -0.14038 -2.16060
H 6.23818 0.07769 -1.89269
H 4.58728 -7.27339 4.76232
H 2.65124 -0.03211 -7.64824
H 2.73627 6.71061 1.58938
H -6.94284 -3.66185 1.33351
H 1.70760 5.03184 7.12185
H -3.60422 -1.95560 0.65690
H -4.82456 0.81196 3.61499
H 1.19827 4.86264 -0.97938
H 0.40948 -2.42501 -4.11722
H -0.06293 3.66758 -1.62397
H -4.66961 -1.78045 -1.57182
H -3.82879 -3.44386 3.63321
H -1.20738 3.78961 -4.94198
H -1.77211 -1.32026 -1.54662
H 2.73247 -6.60245 -2.53768
H -4.80383 0.15691 -4.00300
H -5.89300 -4.50726 0.22578
H 4.52377 -5.38770 -1.41773
H -3.06260 6.75217 -0.86218
H -2.57603 -2.94174 -6.82709
H 0.60112 -2.14203 -0.59192
H 1.81382 3.62316 4.50307
H -1.42084 0.20748 -5.20615
H 2.83876 3.71854 6.77465
H -7.32489 4.53075 -3.07730
H 1.21965 6.75038 2.40222
H 0.42950 -10.15050 -1.27932
H -4.21354 6.04292 0.29070
H 3.62759 -7.39029 3.30252
H -2.52211 0.86754 -1.07612
H 3.34094 4.56229 -2.56308
H -2.22012 1.51214 -4.76146
H -7.40090 2.19483 -2.49235
H -0.16250 4.01303 -6.22022
H -4.56960 0.94940 1.91776
H -0.58518 -9.18040 -2.17355